Below is one molecule with the formula C8H9N at a distorted geometry, with properties calculated with wB97M-V/def2-TZVPD.

```
18
Properties=species:S:1:pos:R:3:forces:R:3
C -2.158 1.132 0.053 2.63 0.50 -0.24
C -2.296 -0.163 -0.251 -1.23 -1.78 0.30
C -0.808 1.382 0.281 -1.00 1.17 0.79
C -1.078 -0.823 0.015 -0.80 1.27 -0.53
C -0.722 -2.108 -0.058 5.44 0.49 -0.02
C 1.395 -1.518 0.032 -3.96 -1.78 0.60
C 1.237 -0.039 0.433 -0.13 -3.26 -0.93
C 2.157 0.774 -0.473 -2.13 -0.55 1.83
N -0.160 0.202 0.359 -1.51 0.40 -1.14
H -2.887 1.831 0.039 -2.05 2.17 -0.15
H -3.259 -0.546 -0.545 0.20 -0.70 0.05
H -0.460 2.397 0.461 0.70 -0.64 0.09
H -1.118 -2.941 -0.604 -0.12 -0.10 0.05
H 1.850 -2.332 0.621 0.31 0.81 -0.26
H 1.425 -0.014 1.476 1.09 0.46 1.12
H 1.993 0.464 -1.461 0.27 -0.50 -1.40
H 3.069 0.539 -0.018 1.96 0.30 -0.20
H 1.820 1.762 -0.361 0.32 1.73 0.05
```
Positions in Å, forces in eV/Å.

ΔE to the lowest compared entry with this formula, charge and spin	6.4244	eV
E_HOMO (alpha / beta)	-0.3101 / -0.2397	Eh
LUMO energy (alpha / beta)	-0.001 / -0.125	eV
spin multiplicity	1

Löwdin atomic charge list, values in e, 6 entries: C -0.098; C -0.052; C -0.064; C -0.357; C 0.161; C 0.156

---

Below is C8H17OP2V as an isolated structure at a distorted geometry, with properties calculated with wB97M-V/def2-TZVPD.

```
29
Properties=species:S:1:pos:R:3:forces:R:3
C 0.048 -1.440 -2.620 -0.73 0.03 -0.80
C -0.148 -0.477 -3.607 -0.33 -1.00 -0.23
C 0.225 0.876 -3.455 -0.14 -0.03 0.65
C 1.044 1.307 -2.380 0.77 0.32 -0.53
C 1.622 0.444 -1.435 -0.23 0.59 0.65
V -0.032 -0.359 -1.059 0.52 -1.05 -0.72
P 1.040 -2.368 -0.269 -0.56 -0.02 0.02
H -0.163 -2.504 -2.787 0.20 0.30 -0.50
H -0.610 -0.787 -4.551 0.09 0.29 0.00
H -0.066 1.582 -4.239 -0.03 -0.10 0.51
H 2.523 0.697 -0.878 0.15 0.32 -0.24
H 1.305 2.367 -2.365 0.13 -0.01 -0.29
H 2.362 -2.431 0.276 -0.51 -0.17 0.16
H 1.173 -3.434 -1.203 -0.01 0.32 0.37
H 0.233 -3.067 0.699 0.80 -0.25 0.06
C -1.835 -0.316 3.010 -0.11 0.19 0.53
P -0.927 0.516 1.691 -0.48 -0.48 -1.32
C -1.139 2.303 1.768 -0.02 0.18 0.41
C 0.841 0.183 1.909 0.23 -0.01 0.41
O -1.500 0.025 0.356 0.51 0.40 0.94
H -2.918 -0.158 2.872 0.45 -0.03 -0.08
H -1.557 0.076 3.997 -0.03 -0.06 -0.18
H -1.635 -1.398 3.007 0.01 0.40 -0.21
H -0.909 2.676 2.771 -0.05 0.02 -0.12
H -0.460 2.791 1.051 -0.25 -0.31 0.14
H -2.181 2.553 1.517 0.36 -0.13 0.05
H 1.044 -0.900 1.940 -0.20 0.45 0.02
H 1.461 0.638 1.116 -0.52 -0.20 0.20
H 1.159 0.607 2.866 -0.06 0.02 0.11
```
Positions in Å, forces in eV/Å.

E_HOMO (alpha / beta)	-0.2264 / -0.2323	Eh
LUMO energy (alpha / beta)	0.294 / 0.290	eV
spin multiplicity	3

Löwdin atomic charge list, values in e, 6 entries: C -0.288; C -0.251; C -0.178; C -0.279; C -0.247; V 0.375

---

Below is an isolated ion of composition C8H13N2O2 and charge +1 at a distorted geometry, with properties calculated with wB97M-V/def2-TZVPD.

```
25
Properties=species:S:1:pos:R:3:forces:R:3
C 1.671 -0.719 -0.216 -5.65 -0.60 -2.86
C -1.665 -0.938 0.229 0.41 -1.71 0.10
C -0.477 2.493 -0.087 0.30 -2.15 0.53
C -1.468 1.393 -0.472 -2.25 0.50 -0.88
C 0.830 1.746 -0.091 -0.19 -0.58 0.76
C 0.515 0.239 0.025 3.08 1.44 0.10
C 1.532 -1.746 -1.323 1.59 0.61 -1.33
C -1.102 -2.250 0.863 -4.10 0.25 -2.71
N -0.830 0.128 -0.062 -0.17 0.10 -0.75
N 1.008 1.092 1.246 -0.33 1.92 2.88
O 2.679 -0.675 0.475 3.79 0.21 2.37
O -2.811 -0.806 -0.083 -0.82 -0.31 0.26
H -0.445 3.246 -0.780 -0.06 1.87 -1.79
H -0.607 2.961 0.874 -0.48 0.10 0.52
H -2.431 1.432 0.133 1.08 0.17 -1.23
H -1.711 1.445 -1.637 0.42 -0.37 2.56
H 1.674 2.225 -0.574 0.31 -0.56 0.20
H 1.802 -2.757 -1.059 0.04 -0.30 0.52
H 2.262 -1.475 -2.178 -1.37 -0.26 1.06
H 0.493 -1.712 -1.608 -0.19 0.00 -0.47
H -1.327 -3.041 0.068 0.28 0.97 1.03
H -1.829 -2.452 1.663 0.93 -0.11 0.18
H -0.090 -2.241 0.997 2.47 -0.02 1.16
H 1.982 0.908 1.560 -0.89 0.25 -0.07
H 0.341 1.503 2.038 1.81 -1.40 -2.12
```
Positions in Å, forces in eV/Å.

charge	+1
ΔE to the lowest compared entry with this formula, charge and spin	0.6083	eV
E_HOMO (alpha / beta)	-0.4026 / -0.5085	Eh
LUMO energy (alpha / beta)	-3.057 / -7.496	eV
spin multiplicity	3

Löwdin atomic charge list, values in e, 6 entries: C -0.381; C -0.442; C -0.091; C -0.070; C -0.094; C -0.243

---

Below is a 15-piece molecular cluster, C46H76Cl14O24 overall at a distorted geometry, with properties calculated with wB97M-V/def2-TZVPD.

```
160
Properties=species:S:1:pos:R:3:forces:R:3
C -19.524 -7.291 -16.976 -0.26 1.10 0.53
C -18.322 -8.181 -17.081 1.71 -0.62 -0.77
C -18.218 -8.833 -18.465 -1.85 -1.72 -1.24
O -16.954 -8.614 -19.069 -1.01 0.14 0.30
C -16.308 -7.813 -18.264 4.97 1.10 -0.05
O -15.148 -7.427 -18.553 -4.10 -0.66 1.65
O -16.978 -7.619 -17.099 0.37 1.50 0.28
H -20.238 -7.844 -16.367 -0.53 -0.33 -0.70
H -19.874 -6.944 -17.948 -0.34 -0.24 0.10
H -19.467 -6.399 -16.353 0.91 0.15 0.02
H -18.394 -8.844 -16.219 0.66 -0.30 -0.36
H -18.966 -8.372 -19.110 -0.04 -0.09 -0.16
H -18.339 -9.914 -18.542 -0.38 -0.01 0.53
C -23.702 -2.677 -9.767 0.53 0.93 0.49
C -24.874 -2.650 -8.773 0.97 1.02 -1.48
C -26.262 -2.346 -9.421 1.66 0.00 0.21
O -27.097 -3.305 -8.802 0.31 -0.25 1.14
C -26.336 -4.059 -7.957 -0.10 -3.62 0.57
O -26.710 -4.976 -7.256 -0.38 1.93 -0.97
O -24.994 -3.896 -8.133 -1.55 0.53 -0.30
H -22.801 -2.977 -9.231 -0.02 -0.43 -0.10
H -23.434 -1.680 -10.118 -0.34 0.45 0.26
H -23.787 -3.209 -10.714 -0.61 -0.67 0.45
H -24.699 -1.946 -7.959 0.30 0.39 -0.25
H -26.204 -2.487 -10.500 -0.37 -0.17 0.02
H -26.534 -1.316 -9.193 -0.42 -0.19 0.00
C -23.237 -7.949 -14.293 0.41 -0.58 -0.80
C -24.007 -9.152 -14.859 -1.75 -0.47 1.38
C -23.269 -10.247 -15.593 1.83 1.74 -1.32
O -23.305 -11.417 -14.828 0.09 -0.60 0.12
C -24.087 -11.219 -13.760 -2.51 -0.90 0.68
O -24.534 -12.108 -13.051 1.57 1.97 -0.94
O -24.485 -9.920 -13.728 0.20 -0.96 1.56
H -23.689 -7.427 -13.450 -0.37 -0.49 -0.05
H -23.012 -7.178 -15.030 -0.07 -0.18 -0.31
H -22.285 -8.384 -13.987 0.21 0.31 0.32
H -24.968 -9.011 -15.355 0.31 1.11 -0.36
H -22.231 -9.924 -15.665 0.20 -0.27 -0.34
H -23.673 -10.352 -16.600 0.00 -0.59 0.13
C -18.402 -2.019 -7.847 -0.21 1.14 -0.85
C -17.894 -3.408 -7.915 -2.48 0.10 -1.09
C -17.380 -4.067 -9.309 -1.65 1.06 2.39
O -16.180 -4.556 -8.842 2.62 -1.14 0.94
C -15.871 -4.227 -7.528 2.09 -0.65 0.16
O -14.869 -4.597 -6.922 -2.91 0.91 -1.85
O -16.820 -3.392 -7.080 3.21 -1.14 1.27
H -18.753 -1.837 -6.831 -0.17 0.11 -0.13
H -19.196 -1.873 -8.579 -0.04 0.29 0.19
H -17.570 -1.336 -8.020 -0.13 0.24 -0.26
H -18.652 -3.922 -7.324 -0.30 -1.28 -0.92
H -17.278 -3.347 -10.120 0.30 0.13 0.15
H -18.022 -4.879 -9.649 0.23 -0.03 0.22
C -14.696 -13.006 -12.209 0.77 -0.67 0.27
C -15.570 -11.896 -12.614 -1.48 1.17 -0.59
C -15.243 -10.432 -12.439 0.46 0.67 0.95
O -15.402 -9.851 -13.719 0.30 1.53 -1.64
C -15.869 -10.720 -14.637 -1.99 -0.08 -0.78
O -16.341 -10.551 -15.777 2.03 0.00 3.59
O -15.944 -11.887 -13.991 -0.45 -2.30 -1.45
H -15.225 -13.954 -12.298 -0.12 0.05 0.22
H -14.480 -12.791 -11.162 0.17 -0.40 0.17
H -13.755 -13.160 -12.737 0.01 0.55 -0.15
H -16.501 -11.969 -12.052 -0.19 -0.70 -0.08
H -14.282 -10.167 -11.998 0.21 -0.15 -0.43
H -15.995 -10.010 -11.772 0.02 0.35 -0.16
C -20.430 -13.551 -13.562 -0.28 -1.36 0.49
C -19.517 -12.512 -14.151 -1.01 -2.05 0.76
C -19.931 -12.008 -15.479 -0.16 -1.44 -0.99
O -19.916 -10.640 -15.350 0.47 3.35 0.73
C -19.747 -10.251 -14.036 -0.54 1.82 -0.01
O -19.778 -9.072 -13.623 0.16 -4.36 -1.44
O -19.649 -11.396 -13.324 1.00 2.55 1.45
H -21.472 -13.264 -13.424 0.00 0.44 -0.44
H -20.120 -13.884 -12.572 0.39 0.26 0.10
H -20.418 -14.476 -14.139 -0.02 0.06 -0.33
H -18.522 -12.947 -14.244 0.42 0.63 0.68
H -20.950 -12.300 -15.735 0.12 -0.28 -0.30
H -19.157 -12.364 -16.158 -0.49 0.37 -0.70
C -22.859 -4.518 -3.713 0.65 -0.20 2.18
C -21.364 -4.730 -4.031 -1.93 1.36 -1.28
C -20.536 -5.628 -3.139 -1.53 2.87 1.14
O -19.858 -6.454 -3.999 0.41 -1.56 -1.23
C -20.427 -6.375 -5.243 -0.63 -0.25 -0.13
O -20.215 -7.025 -6.212 0.96 -0.57 0.19
O -21.398 -5.466 -5.237 0.47 0.58 -0.65
H -23.255 -5.437 -3.281 -0.13 -0.36 -0.33
H -23.578 -4.154 -4.448 0.75 0.02 -0.42
H -22.889 -3.858 -2.846 -0.20 0.43 0.00
H -20.886 -3.755 -4.127 0.12 0.08 -0.67
H -21.382 -5.941 -2.527 0.93 -1.85 0.76
H -19.847 -4.978 -2.600 0.08 -0.58 0.36
C -25.336 -7.000 -10.077 0.28 -1.41 1.15
C -26.368 -8.142 -9.912 1.69 1.34 -0.71
C -27.114 -8.298 -8.603 1.59 -0.07 0.40
O -28.441 -8.395 -9.046 -0.61 -0.91 2.08
C -28.517 -8.058 -10.306 -7.72 1.52 -1.57
O -29.620 -7.838 -10.869 3.23 -1.08 1.47
O -27.400 -7.832 -10.825 2.73 0.25 -2.42
H -24.731 -7.183 -10.965 -0.35 0.27 -0.16
H -24.642 -7.136 -9.247 0.20 0.28 0.09
H -25.741 -5.990 -10.020 -0.25 -0.23 -0.16
H -25.916 -9.084 -10.223 0.06 -0.03 0.01
H -26.942 -7.483 -7.900 -0.44 0.35 -0.18
H -26.739 -9.192 -8.105 -0.55 -0.26 0.02
Cl -11.876 -7.456 -10.893 -0.79 0.59 -0.12
C -13.024 -6.191 -11.630 2.29 -0.01 -0.05
C -12.247 -4.855 -11.776 -1.30 0.86 0.61
Cl -11.921 -3.955 -10.198 -0.10 -0.90 -0.73
H -13.939 -6.140 -11.040 0.31 0.11 0.02
H -13.184 -6.611 -12.623 -0.31 0.26 0.06
H -12.919 -4.152 -12.269 -0.19 -0.13 -0.11
H -11.334 -4.798 -12.368 0.02 -0.84 0.34
Cl -14.931 -9.714 -9.276 0.11 0.41 0.45
C -13.762 -9.206 -7.992 -0.07 -0.05 0.72
C -14.281 -8.153 -6.987 0.33 -0.05 -0.38
Cl -15.264 -8.877 -5.710 -0.70 -0.47 0.17
H -12.845 -8.899 -8.495 -0.25 0.22 -0.02
H -13.574 -10.135 -7.453 0.16 0.17 0.03
H -14.855 -7.337 -7.425 0.11 -0.18 -0.18
H -13.482 -7.713 -6.392 0.37 -0.01 -0.65
Cl -22.051 -12.988 -8.761 -0.44 -0.36 -0.29
C -22.973 -12.204 -10.113 0.52 0.41 1.08
C -22.706 -10.743 -9.978 0.67 0.61 -0.06
Cl -23.519 -10.034 -8.464 0.66 -0.29 -1.57
H -24.048 -12.343 -10.000 0.25 -0.74 -0.31
H -22.492 -12.539 -11.032 -0.60 -0.23 -0.03
H -22.916 -10.254 -10.930 -1.07 0.54 0.37
H -21.627 -10.597 -9.927 0.00 0.14 0.75
Cl -24.196 -8.558 -1.869 0.38 -0.55 0.17
C -23.906 -8.868 -3.596 0.54 0.35 -1.41
C -22.381 -9.119 -4.051 -2.09 0.77 0.94
Cl -21.997 -10.822 -4.069 0.10 -0.81 0.17
H -24.384 -7.984 -4.017 0.82 0.30 -0.47
H -24.557 -9.639 -4.007 0.25 -0.52 0.63
H -21.736 -8.644 -3.311 0.11 0.15 -0.36
H -22.218 -8.784 -5.076 -0.07 0.38 0.25
Cl -22.061 -7.100 -10.664 -0.58 0.05 -1.03
C -20.648 -7.423 -9.672 0.19 0.08 1.07
C -19.515 -8.001 -10.483 -0.38 -0.15 -0.27
Cl -17.922 -7.955 -9.593 -1.05 0.08 -0.69
H -21.036 -8.118 -8.928 0.46 0.25 0.32
H -20.422 -6.442 -9.253 0.31 -0.35 0.30
H -19.525 -7.475 -11.438 0.89 0.16 0.10
H -19.751 -9.033 -10.744 0.33 -0.07 0.18
Cl -18.256 -14.344 -6.897 -0.17 -0.40 -0.17
C -17.020 -13.072 -6.940 0.51 -1.69 1.03
C -17.593 -11.741 -6.915 -0.03 2.68 0.35
Cl -18.508 -11.270 -5.350 0.74 -0.69 -1.48
H -16.323 -13.286 -7.750 -0.40 0.39 -0.41
H -16.405 -13.203 -6.049 -0.16 -0.08 0.17
H -18.176 -11.420 -7.778 -0.43 -0.44 0.27
H -16.730 -11.076 -6.927 -0.06 0.31 0.20
Cl -18.768 -4.037 -13.589 0.91 0.10 -0.35
C -20.409 -4.384 -13.154 -1.71 -0.24 1.05
C -20.879 -3.406 -12.035 0.91 0.31 -0.95
Cl -20.019 -3.667 -10.465 -1.01 -0.02 -0.78
H -20.492 -5.441 -12.904 0.10 0.10 0.42
H -21.063 -4.274 -14.019 0.10 0.39 -0.08
H -21.949 -3.261 -11.882 0.09 -0.83 0.11
H -20.536 -2.441 -12.406 0.08 0.14 0.31
```
Positions in Å, forces in eV/Å.

E_HOMO	-0.3660	Eh
LUMO energy	-0.131	eV
spin multiplicity	1

Löwdin atomic charge list, values in e, 6 entries: C -0.016; C -0.277; C -0.090; O 0.095; C -0.538; O 0.083

---

Below is C3H10Si as an isolated structure at a distorted geometry, with properties calculated with wB97M-V/def2-TZVPD.

```
14
Properties=species:S:1:pos:R:3:forces:R:3
C 0.779 -1.435 0.086 -3.05 0.30 -0.69
C 1.004 1.328 0.057 -0.03 -5.78 0.47
C 0.015 -0.279 -0.558 3.30 2.34 -0.56
Si -1.731 0.182 0.037 1.61 1.53 -0.16
H 0.546 -1.461 1.101 -0.86 -0.78 1.94
H 0.498 -2.313 -0.474 -0.13 -0.75 0.39
H 1.795 -1.384 0.119 3.01 0.61 -0.70
H 0.753 1.935 -0.764 0.10 1.46 -0.29
H 2.067 0.870 0.132 -1.72 1.32 -0.53
H 0.597 1.408 1.087 0.22 0.75 -1.08
H 0.332 -0.457 -1.659 -1.26 1.24 1.42
H -2.307 -0.968 0.559 -1.03 -1.68 0.77
H -2.611 0.677 -1.063 0.24 0.18 0.30
H -1.557 1.164 1.261 -0.40 -0.74 -1.28
```
Positions in Å, forces in eV/Å.

ΔE to the lowest compared entry with this formula, charge and spin	2.6386	eV
E_HOMO	-0.3412	Eh
LUMO energy	1.087	eV
spin multiplicity	1

Löwdin atomic charge list, values in e, 6 entries: C -0.198; C -0.052; C -0.451; Si 0.631; H 0.045; H 0.072